1.
This record from the OMol25 dataset describes a cluster of 2 separate species, C14H22N2O4 in total. The level of theory is ωB97M-V/def2-TZVPD.

Summary:
* SMILES: N[C@@H](Cc1ccccc1)C(=O)O.CC(C)[C@H](N)C(=O)O
* net charge: 0
* HOMO-LUMO gap: 10.03 eV

The geometry in XYZ format:
```
42
Properties=species:S:1:pos:R:3:forces:R:3:nbo_charge:R:1
C -4.4381 0.2115 -0.1472 0.068 -0.179 -0.008 -0.151
C -3.8757 -0.0483 1.2431 0.236 -0.410 0.077 0.796
C -3.7013 -0.5480 -1.2646 -0.054 -0.005 -0.042 -0.207
C -2.2118 -0.2068 -1.3213 0.067 0.002 -0.037 -0.624
C -3.9399 -2.0571 -1.1962 0.005 -0.067 0.005 -0.614
C 2.6529 -1.6935 0.4815 -0.057 0.115 -0.065 -0.159
C 3.9071 -1.9230 -0.3799 0.143 -0.364 0.147 0.764
C 2.8576 -0.5206 1.4650 0.055 -0.021 0.084 -0.449
C 2.9798 0.8365 0.8100 0.012 0.099 -0.049 0.046
C 1.8696 1.4188 0.1871 0.060 0.010 0.006 -0.265
C 4.1942 1.5267 0.7864 -0.091 0.029 -0.014 -0.245
C 1.9711 2.6569 -0.4404 0.047 -0.057 0.035 -0.193
C 4.2978 2.7673 0.1628 -0.055 -0.034 -0.002 -0.202
C 3.1870 3.3350 -0.4530 0.015 -0.032 0.011 -0.220
H -4.9064 1.8406 -1.2662 0.010 0.032 -0.050 0.359
H -4.8747 2.1510 0.3364 0.082 -0.006 -0.090 0.375
H -5.4694 -0.1887 -0.0979 0.136 0.047 0.004 0.195
H -4.1641 -0.1842 -2.1961 0.068 -0.029 0.138 0.194
H -1.6880 -0.6181 -0.4535 -0.063 0.025 -0.080 0.217
H -2.0652 0.8766 -1.3387 0.001 -0.117 -0.003 0.223
H -1.7588 -0.6337 -2.2236 -0.080 0.065 0.130 0.208
H -3.4875 -2.4799 -0.2958 -0.055 0.039 -0.124 0.230
H -5.0108 -2.2950 -1.1882 0.145 0.048 -0.001 0.203
H -3.4960 -2.5508 -2.0680 -0.064 0.085 0.122 0.210
H -3.9466 0.6111 2.9902 -0.087 0.062 -0.110 0.500
H 2.0506 -3.6221 0.5652 -0.029 0.068 0.102 0.366
H 3.0995 -3.2201 1.7136 -0.148 0.031 -0.008 0.366
H 1.8247 -1.4321 -0.1915 0.108 -0.009 0.048 0.206
H 3.7460 -0.7261 2.0770 -0.123 0.045 -0.099 0.215
H 1.9952 -0.5415 2.1397 0.100 0.021 -0.114 0.241
H 0.9121 0.9002 0.2060 0.126 0.072 -0.008 0.219
H 5.0683 1.0848 1.2584 -0.109 0.045 -0.057 0.218
H 1.0972 3.0930 -0.9158 0.110 -0.052 0.066 0.218
H 5.2515 3.2880 0.1559 -0.142 -0.072 -0.001 0.219
H 3.2679 4.3029 -0.9419 -0.015 -0.168 0.085 0.218
H 3.6175 -0.2080 -1.1770 0.024 -0.011 -0.001 0.496
N -4.4038 1.6487 -0.4089 -0.167 0.043 0.108 -0.828
N 2.2727 -2.8797 1.2237 0.195 -0.139 -0.079 -0.808
O -3.1580 -0.9588 1.5818 -0.310 0.427 -0.190 -0.595
O -4.3326 0.8588 2.1331 0.102 -0.055 0.158 -0.692
O 4.5952 -2.9059 -0.2753 -0.232 0.440 -0.089 -0.580
O 4.2130 -0.9663 -1.2760 -0.033 -0.026 -0.002 -0.671
```
Forces are in eV/Å.

***

2.
This record from the OMol25 dataset describes a cluster of 2 separate species, C14H27N3O5 in total at a distorted geometry. The level of theory is ωB97M-V/def2-TZVPD.

Summary:
* SMILES: CC[C@H](C)[C@H](NC(C)=O)C(=O)NC.O=C(O)[C@H]1C[C@H](O)CN1
* net charge: 0
* HOMO-LUMO gap: 9.44 eV

The geometry in XYZ format:
```
49
Properties=species:S:1:pos:R:3:forces:R:3:nbo_charge:R:1
O 2.9917 2.0558 2.5128 -0.250 0.108 -0.130 -0.647
O -1.7679 -3.1927 -0.7267 1.380 0.597 0.204 -0.609
O -1.3857 0.1544 3.2946 0.114 0.116 -0.058 -0.651
O 0.2712 -2.3656 -0.1993 -0.486 0.005 -0.727 -0.678
O 0.4560 -2.1591 -5.5027 -0.261 0.045 -0.161 -0.725
C 2.5659 0.9219 2.6855 1.346 0.940 0.184 0.677
C -0.7381 -2.6261 -1.0629 -1.904 -0.676 -0.795 0.786
C -1.0195 1.2849 2.9928 0.127 -1.220 -0.055 0.671
N -1.6698 2.3799 3.4068 -0.059 1.026 0.129 -0.600
N -1.7741 -2.4355 -3.3833 -0.186 -0.001 0.919 -0.621
N 1.2900 0.5821 2.5144 -1.609 -0.156 -0.105 -0.608
C 3.4999 -0.1815 3.1227 -0.118 0.031 -0.020 -0.706
C -2.8634 2.3487 4.2506 0.203 -0.403 -0.212 -0.414
C 1.2668 3.3747 -0.2454 -0.167 -0.518 0.009 -0.619
C -1.4493 -3.3270 -4.5065 0.192 0.241 0.200 -0.239
C -0.5756 -2.1996 -2.5437 0.100 0.085 -0.009 -0.154
C 0.5469 -2.9904 -3.2301 0.367 -0.295 0.387 -0.427
C 0.0694 -3.2453 -4.6530 0.477 0.180 -0.075 0.088
C -1.4512 1.9168 0.1725 0.290 -0.264 0.357 -0.619
C 1.0262 1.8574 -0.3122 0.106 0.179 0.421 -0.391
C -0.1005 1.3100 0.5952 -0.268 0.360 -0.457 -0.209
C 0.2123 1.4949 2.1027 0.202 0.116 -0.208 -0.126
H -0.0551 -2.6923 0.6544 0.071 0.008 0.063 0.502
H 1.4232 -2.0792 -5.5459 -0.514 -0.260 0.177 0.470
H -1.3098 3.2784 3.1251 -0.040 -0.128 0.065 0.398
H -2.5410 -2.8092 -2.8136 0.509 0.259 -0.261 0.392
H 1.0187 -0.3637 2.7331 -0.220 0.056 -0.007 0.409
H 3.5293 -0.9499 2.3527 0.047 -0.195 0.057 0.224
H 4.4964 0.2344 3.2646 -0.161 -0.024 -0.045 0.244
H 3.1449 -0.6053 4.0602 0.039 -0.201 0.028 0.224
H -3.6905 1.8940 3.7017 -0.015 0.022 0.113 0.208
H -2.6686 1.7489 5.1423 -0.050 0.041 -0.095 0.216
H -3.1424 3.3587 4.5537 0.171 -0.085 -0.148 0.208
H 0.3714 3.9204 -0.5406 -0.001 0.121 -0.007 0.195
H 1.5671 3.6773 0.7563 0.065 0.077 0.006 0.217
H 2.0697 3.6357 -0.9353 -0.017 0.091 0.056 0.217
H -1.9590 -3.0247 -5.4275 0.121 0.039 0.155 0.214
H -1.7434 -4.3547 -4.2683 0.151 -0.089 -0.181 0.183
H -0.3369 -1.1312 -2.5655 0.036 -0.020 0.154 0.212
H 1.4943 -2.4442 -3.2036 -0.063 -0.183 -0.029 0.221
H 0.6924 -3.9510 -2.7249 0.023 0.058 0.004 0.212
H 0.4749 -4.1814 -5.0507 -0.030 0.035 0.016 0.173
H -1.5654 1.8471 -0.9100 0.024 0.070 0.017 0.219
H -2.2724 1.3610 0.6273 -0.076 0.130 0.039 0.218
H -1.5151 2.9629 0.4704 -0.146 0.080 -0.069 0.197
H 0.7918 1.5985 -1.3455 -0.092 -0.156 -0.036 0.200
H 1.9597 1.3516 -0.0663 0.084 -0.076 0.021 0.210
H -0.1743 0.2390 0.4050 0.089 -0.154 0.128 0.212
H 0.5392 2.5202 2.2659 0.398 -0.015 -0.017 0.224
```
Forces are in eV/Å.

***

3.
This record from the OMol25 dataset describes a cluster of 2 separate species, C3H11NO2 in total at a distorted geometry. The level of theory is ωB97M-V/def2-TZVPD.

Summary:
* multiplicity: 2
* net charge: +1
* HOMO-LUMO gap (alpha / beta): 12.13 / 6.69 eV

The geometry in XYZ format:
```
17
Properties=species:S:1:pos:R:3:forces:R:3:lowdin_spin:R:1
C 0.6112 -0.6923 -0.9286 -1.666 -0.629 -0.776 0.094
N 0.0478 0.1140 0.1261 2.832 1.226 0.188 0.638
C 0.6864 -0.0319 1.4807 -0.414 -1.238 1.353 0.015
O 1.9568 0.4798 1.3817 -0.016 0.473 -0.848 0.122
C -0.1869 -0.5429 -2.2385 -0.748 0.551 0.751 0.029
H 1.6124 -0.2934 -1.1288 0.281 -0.202 0.323 0.051
H 0.5649 -1.7374 -0.6171 0.621 0.147 0.129 0.002
H 0.1429 1.1182 -0.0992 -1.036 -0.194 -0.317 0.010
H 0.1056 0.4007 2.2991 -0.293 0.326 -0.491 0.001
H 0.7843 -1.0925 1.6905 -0.041 -0.133 -0.148 0.001
H 1.9292 1.4448 1.2899 0.249 0.041 0.427 0.001
H 0.2831 -1.0937 -3.0374 0.191 0.042 -0.203 0.000
H -1.1931 -0.9219 -2.0752 -0.008 -0.338 -0.079 0.002
H -0.3477 0.5109 -2.4759 0.423 -0.038 -0.326 0.000
H -3.1150 0.7120 1.4659 -0.083 0.121 0.106 0.000
H -1.6315 0.5441 1.1837 -0.383 -0.152 0.001 0.005
O -2.2506 1.0814 1.6830 0.090 -0.004 -0.090 0.029
```
Forces are in eV/Å.

***

4.
This record from the OMol25 dataset describes the molecule C16H14ClN3O2 at a distorted geometry. The level of theory is ωB97M-V/def2-TZVPD.

Summary:
* SMILES: CN(C)C(=O)Oc1ccc(-c2cn3cc(Cl)ccc3n2)cc1
* net charge: 0
* HOMO-LUMO gap: 8.34 eV

The geometry in XYZ format:
```
36
Properties=species:S:1:pos:R:3:forces:R:3:nbo_charge:R:1
C 2.7124 -0.2708 7.2010 -0.247 -0.002 0.038 -0.411
N 3.0869 -0.1702 5.8109 0.156 0.033 -0.067 -0.438
C 2.1235 -0.2262 4.8647 -0.131 -0.066 0.236 0.894
O 0.9430 -0.3078 5.1043 -0.224 -0.032 -0.166 -0.647
O 2.6591 -0.1937 3.6127 0.119 0.057 -0.120 -0.514
C 1.8417 -0.1330 2.4973 -0.244 -0.078 -0.356 0.287
C 2.2877 -0.8140 1.3687 0.047 0.115 0.460 -0.248
C 1.5619 -0.7558 0.1993 -0.260 0.144 -0.056 -0.183
C 0.3759 -0.0229 0.1351 0.293 -0.037 0.445 -0.010
C -0.0546 0.6586 1.2716 0.205 -0.159 -0.211 -0.186
C 0.6726 0.6131 2.4454 0.105 0.058 0.243 -0.250
H 0.3281 1.1415 3.3192 -0.009 0.004 0.029 0.241
H -0.9638 1.2386 1.2426 -0.110 0.077 0.013 0.205
C -0.3712 0.0111 -1.1097 -0.764 0.248 -0.605 0.113
C -1.5889 0.6234 -1.3750 0.488 -0.019 0.838 -0.123
N -1.8694 0.3699 -2.6752 0.605 -0.479 -0.448 -0.290
C -2.9195 0.7232 -3.4518 -0.497 0.043 -0.758 -0.007
C -2.9367 0.3198 -4.7557 -0.035 0.204 0.581 -0.090
C -1.8868 -0.4520 -5.2981 0.347 -0.155 0.135 -0.231
C -0.8298 -0.8056 -4.5075 -0.361 0.076 -0.410 -0.193
C -0.8028 -0.3961 -3.1671 -0.176 0.201 0.329 0.312
N 0.0901 -0.6076 -2.2248 0.287 -0.191 -0.086 -0.469
H -0.0084 -1.3936 -4.8803 0.087 -0.062 -0.040 0.238
H -1.9356 -0.7518 -6.3317 -0.002 -0.033 -0.106 0.234
Cl -4.2702 0.7638 -5.7591 -0.108 0.042 -0.060 0.020
H -3.7048 1.3129 -3.0052 -0.010 0.012 0.019 0.226
H -2.2473 1.1919 -0.7520 -0.161 0.115 0.088 0.218
H 1.8906 -1.2771 -0.6854 0.064 -0.057 -0.057 0.237
H 3.2042 -1.3807 1.4281 0.090 -0.065 0.012 0.222
C 4.5010 -0.0965 5.5388 0.158 0.009 -0.144 -0.407
H 4.9959 -1.0211 5.8500 0.047 0.030 -0.004 0.190
H 4.9363 0.7365 6.0961 0.039 -0.025 -0.018 0.194
H 4.6684 0.0574 4.4774 0.076 0.001 0.104 0.236
H 1.6289 -0.3428 7.2602 0.100 0.003 0.083 0.247
H 3.1613 -1.1591 7.6520 0.012 0.009 0.028 0.191
H 3.0500 0.6133 7.7466 0.012 -0.021 0.031 0.192
```
Forces are in eV/Å.

***

Quick rundown of total energy, same order as above: -26046.33293, -29665.22627, -8864.83927, -37907.61019 eV